The following is a quantum chemistry calculation of a 3-piece molecular cluster, C27H43NO6PS3 overall, from the OMol25 dataset.

```
81
Properties=species:S:1:pos:R:3:forces:R:3
H 3.279531 -1.557425 -7.353574 0.032 -0.046 -0.025
H 2.637460 -2.757603 -4.904991 -0.047 -0.008 -0.013
H 2.231736 0.178734 -4.137481 0.086 0.057 -0.034
O 2.189527 -0.821264 1.557061 0.029 1.015 0.134
C -0.283475 3.212406 -3.011901 0.333 0.190 0.510
H -5.635970 -1.336509 1.826455 0.015 -0.113 -0.239
C 1.578009 1.943074 -2.142060 0.222 -0.046 0.289
C 1.375266 0.135612 -0.595082 0.009 0.591 0.362
H -2.557635 1.396239 -0.272225 0.101 -0.098 0.039
H 0.482087 4.546628 -1.500353 -0.006 -0.065 0.257
H -0.247431 5.321288 -2.887549 -0.148 0.125 -0.075
H -0.813003 -5.063825 5.338650 -0.039 -0.029 -0.001
C -2.666561 5.229221 0.511797 -0.667 -0.579 -0.036
C 2.344114 -1.958538 -4.224281 0.093 -0.026 -0.053
H -0.446633 -1.602126 0.198871 -0.153 -0.177 0.114
C -1.107180 0.013092 1.512085 -0.580 -0.105 -0.331
H 4.287818 -0.283889 -1.507328 -0.597 -0.187 -0.001
C 4.271693 -1.116592 -7.240823 -0.191 0.014 0.067
C 4.745828 -1.147311 -5.798643 0.114 -0.077 -0.154
C -1.548935 -4.302165 5.602102 0.169 -0.035 -0.073
S 3.926268 0.992461 -1.305047 0.792 0.736 0.133
H -0.392830 -3.531629 1.547538 0.029 0.010 -0.009
O 2.326712 -1.949263 -0.352981 0.411 -1.295 -0.675
N 0.247008 2.093413 -2.182445 -0.473 -0.250 -0.153
H 3.532847 1.165486 1.838543 -0.281 -0.017 0.102
H -3.515529 -1.186271 0.563273 -0.048 -0.105 -0.086
H -2.693767 -2.728445 4.698985 0.046 0.081 -0.052
C -4.771443 -0.856270 2.257860 -0.211 -0.146 -0.286
H 3.500060 -0.346185 3.513445 -0.691 0.176 -0.037
H 0.821652 -3.804315 4.354464 -0.053 -0.024 -0.005
H 2.121316 -0.458353 -5.771401 -0.013 -0.045 -0.001
H -3.579201 5.024878 -0.048308 -0.032 0.144 -0.273
C -3.575319 -0.759399 1.553517 0.107 -0.090 -0.052
H -2.646749 3.659451 2.005024 0.215 -0.173 0.063
H 4.749439 -2.171898 -5.412369 -0.041 -0.007 -0.012
H 1.276898 -2.069936 -4.025798 -0.008 0.005 0.007
C 2.030846 -0.960448 0.206538 -0.418 0.219 0.184
H -5.812258 -0.416013 4.080717 -0.160 -0.087 -0.049
C -2.472544 -0.151899 2.134937 -0.036 -0.275 -0.331
O -1.602925 4.669354 -1.543939 0.290 0.604 0.082
C -2.864694 4.717397 1.931841 -0.259 0.285 0.055
H -2.521387 6.304282 0.468375 0.142 0.149 -0.086
C -0.353253 4.494047 -2.190229 -0.045 -0.012 -0.921
H -0.363323 -0.380776 2.197723 0.129 0.003 0.111
H -2.255513 -4.004645 3.577210 0.028 -0.029 0.006
O -0.817681 -2.575726 4.011950 -0.094 0.343 -0.021
H -1.238759 2.959733 -3.450541 -0.143 -0.124 0.057
P 3.626560 -0.202618 2.131853 1.257 -0.752 -0.207
H -2.277709 5.274018 2.652111 0.264 -0.108 0.112
C -1.888710 -3.409800 4.421404 -0.134 -0.098 0.089
C 2.174765 0.996152 -1.343995 0.306 -0.436 -0.328
H -0.946607 1.089896 1.427577 0.232 0.141 0.048
H 1.081628 -4.443081 1.932863 0.011 0.026 -0.006
H 2.180381 2.621243 -2.722992 -0.031 0.044 -0.217
C -4.890523 -0.344219 3.525228 0.330 0.509 0.734
H -2.443499 -4.815322 5.954083 -0.017 0.011 0.002
H -3.905566 4.833813 2.216595 -0.139 0.129 0.044
H -3.834809 0.719011 5.098342 -0.185 0.046 0.178
C -0.915036 -0.622810 0.124385 0.818 0.081 0.299
C -1.562153 4.525070 -0.203075 -0.236 -0.022 0.480
H -1.755377 0.869060 3.836889 0.090 0.033 0.178
H 4.223525 -0.089959 -7.605849 0.066 0.003 -0.011
S -2.301053 1.498599 -1.586525 -0.058 0.106 -0.240
H -0.477750 -4.972220 2.557138 0.028 -0.015 -0.011
S 5.221083 -1.070153 1.514600 -0.314 0.226 -0.026
C 2.632705 -0.585381 -4.810212 -0.082 -0.113 0.002
O 4.008269 -0.293600 -4.934669 0.000 0.168 0.183
C -3.797540 0.298960 4.107993 0.193 -0.235 -0.468
C 0.348408 -3.223936 3.554091 0.161 -0.101 -0.122
H -1.136923 -3.711446 6.421075 -0.057 0.021 0.017
H 2.891726 -2.101751 -3.290758 -0.049 0.020 0.033
H -1.848552 -0.739213 -0.400153 -0.197 -0.093 -0.183
O -0.729351 3.852688 0.340721 0.569 -0.295 0.034
H 4.956665 -1.681632 -7.871922 0.022 0.004 0.005
H 1.035069 -2.413258 3.303636 0.017 -0.006 0.026
C -2.611358 0.376849 3.397419 -0.184 0.389 0.858
C 0.004267 0.259617 -0.665231 -0.780 0.072 -0.445
H 0.422459 3.356896 -3.819669 0.167 -0.071 -0.132
C -0.556925 1.273107 -1.472831 0.071 -0.176 0.446
H 5.773079 -0.788482 -5.746753 -0.023 0.060 0.074
C 0.126739 -4.094174 2.327021 -0.073 -0.046 0.067
```
Positions in Å, forces in eV/Å.

Calculated total energy (Ha): -3096.49396
Strongest force on any atom (eV Å⁻¹): 1.52
HOMO (hartree): -0.4206
HOMO-LUMO gap (Ha): 0.270
Total charge: +1

The following is a quantum chemistry calculation of C15H19N3O3Tc as an isolated structure, from the OMol25 dataset.

```
41
Properties=species:S:1:pos:R:3:forces:R:3
H 1.134846 -2.163176 -2.519369 -0.101 0.155 -0.110
O 2.268627 0.918828 2.336137 -2.890 -1.673 -4.209
C -0.597603 1.285688 -2.121165 0.191 1.122 -0.346
C 1.421302 -0.010768 -2.420783 0.506 1.234 -0.392
H 4.969275 -2.283812 -1.053210 -0.091 -0.176 0.172
C 1.615401 0.551639 1.450562 3.996 2.464 5.988
H -1.308879 -2.022164 -2.356819 0.051 0.092 0.125
H -0.588834 5.173876 0.427954 0.288 0.031 0.066
C 4.229488 -2.666351 -0.327775 0.580 -0.351 -0.409
H -2.435223 0.181001 -2.061719 0.133 -0.035 0.072
C -4.178076 -2.275237 0.475018 -0.867 0.010 0.107
O -1.073773 0.721711 1.831107 0.204 0.319 -0.829
O 0.212761 -2.447521 2.179467 0.207 4.012 -4.474
C -1.390553 0.374630 3.217161 -0.354 -0.381 0.874
C 0.661096 -1.191685 -2.398451 -0.953 -0.957 -0.369
H 4.672408 -2.660483 0.686992 -0.272 0.096 -0.312
H -2.014780 -0.539840 3.243831 0.327 0.505 -0.032
C 0.441402 3.378633 0.306651 0.584 -0.103 0.190
H -1.096789 2.250791 -2.079244 0.080 -0.113 0.061
C 0.250140 -1.645485 1.329339 -0.426 -5.905 6.240
H 0.911612 5.068854 1.432013 -0.169 -0.094 -0.258
H 1.026694 5.243595 -0.353761 -0.111 -0.012 0.170
H 2.499127 -0.043043 -2.556051 -0.173 0.025 -0.126
C 0.446379 4.799699 0.468626 -0.216 0.640 0.006
N 2.123873 -1.170880 -0.292370 1.538 -1.173 -0.200
C 3.063233 -1.843810 -0.385204 -0.449 0.417 1.047
C 0.787145 1.218150 -2.292157 0.779 0.198 -0.395
H 3.961886 -3.702749 -0.606308 0.095 0.263 0.055
C -1.350464 0.121323 -2.108474 -0.944 -0.587 -0.301
H 1.372217 2.128740 -2.378301 -0.065 -0.099 0.069
H -4.505001 -2.695238 -0.488363 0.005 0.058 0.214
H -4.870935 -1.473039 0.774768 0.078 -0.302 -0.033
Tc 0.448515 -0.194692 0.110011 -2.395 1.956 -1.887
H -1.947133 1.215426 3.681917 0.448 -0.512 -0.310
H -0.446403 0.200773 3.765324 -0.476 0.184 -0.312
H -4.167767 -3.073979 1.235275 -0.003 0.244 -0.179
H -1.739763 1.351041 1.498821 0.286 -0.278 0.167
N -1.757758 -1.462054 0.130707 -0.204 0.667 0.417
C -2.864562 -1.742564 0.316068 0.979 -0.547 -0.163
N 0.537035 2.239019 0.171387 -0.446 -0.554 0.048
C -0.720147 -1.114834 -2.269617 0.250 -0.842 -0.443
```
Positions in Å, forces in eV/Å.

Energy relative to the best compared isomer or geometry (same formula, charge and spin) (kJ/mol): 0.0
Calculated total energy (Ha): -1051.91618
Spin multiplicity: 4
Strongest force on any atom (eV Å⁻¹): 8.60
HOMO (spin up / spin down) (hartree): -0.8796 / -0.8787
HOMO-LUMO gap (spin up / spin down) (Ha): 0.322 / 0.219
Total charge: +4

The following is a quantum chemistry calculation of one molecule with the formula C10H8N2O, from the OMol25 dataset.

```
21
Properties=species:S:1:pos:R:3:forces:R:3
N 2.327897 -1.091132 -1.266528 2.698 3.126 1.529
H 2.246773 0.610790 1.538194 -0.270 0.445 0.541
H -1.709219 -1.832417 -1.938370 0.024 0.642 0.100
C 0.779499 2.254690 1.750307 -1.227 -0.977 -0.803
O -1.773356 -0.531452 0.301018 -0.680 -0.904 -0.450
C 1.692943 -1.958728 -1.748206 -1.438 -6.034 -2.024
C -0.725640 -1.730093 -1.476367 -2.132 -0.434 0.315
H -2.531094 1.932115 1.428882 -1.043 0.050 -0.687
C 0.295980 -1.967818 -2.239773 1.532 2.345 -0.386
N 0.400751 -1.196202 0.626677 1.536 -0.816 0.179
C 1.218867 0.980591 1.500640 0.194 -0.719 -0.370
C -0.792006 -1.556109 0.012617 -0.433 -1.903 -0.002
H -1.102905 -2.550383 0.387003 -0.438 0.499 0.334
H -0.853254 3.676195 1.820872 0.103 -0.350 -0.160
C -0.544196 2.678176 1.500932 -0.943 -1.611 0.883
H 1.294020 2.897593 2.358133 2.033 1.699 0.736
C 0.269519 0.049113 1.009456 0.817 0.946 -0.401
C -1.040880 0.443335 0.799907 -1.833 2.832 1.137
C -1.525016 1.708665 1.186061 1.918 0.234 -0.151
H 2.078435 -3.098839 -1.924356 0.101 2.118 0.459
H 0.283256 -1.621060 -3.259557 -0.518 -1.184 -0.782
```
Positions in Å, forces in eV/Å.

Energy relative to the best compared isomer or geometry (same formula, charge and spin) (kJ/mol): 498.7
Calculated total energy (Ha): -570.41876
Strongest force on any atom (eV Å⁻¹): 6.52
HOMO (spin up / spin down) (hartree): -0.2771 / -0.3249
HOMO-LUMO gap (spin up / spin down) (Ha): 0.262 / 0.287

The following is a quantum chemistry calculation of one molecule with the formula C19H21N3O5S, from the OMol25 dataset.

```
49
Properties=species:S:1:pos:R:3:forces:R:3
H 3.765711 0.410865 2.383823 -0.139 -0.042 0.038
C -1.201669 -1.777704 -1.098381 -0.236 0.051 0.137
H 6.430723 0.470195 -2.748862 -0.040 -0.031 -0.099
N -3.320384 -0.979364 -0.056685 -0.333 0.182 -0.070
O -0.633289 -1.167695 1.364165 0.205 -0.019 -0.059
S -5.779503 2.114627 -0.233591 -0.174 0.130 -0.192
C -4.872878 2.162974 1.358871 -0.252 -0.052 -0.593
C -3.612656 -2.284410 0.505713 0.035 -0.438 -0.112
H -2.888020 1.612382 0.718549 -0.052 -0.056 0.052
C 2.563318 -0.379408 -0.028971 -0.746 -0.227 0.222
H -3.460389 0.687547 2.111136 -0.010 0.041 0.008
C 1.610962 -0.578930 0.889315 0.413 0.156 -0.191
O -7.093425 1.575379 -0.000250 -0.097 -0.408 0.230
H -5.585956 1.877723 2.126807 -0.120 0.001 -0.012
O -1.915683 0.478207 -1.048430 0.204 0.231 -0.173
H -5.393797 0.239468 -1.692898 -0.192 0.053 -0.028
C 6.811206 0.742685 -1.776992 0.177 0.059 -0.002
H 8.757302 1.276762 -2.440753 0.025 -0.005 -0.080
C -4.765852 0.826828 -1.032196 -0.393 0.572 0.455
C 3.908437 0.103521 0.221239 0.783 0.227 -0.198
C -2.184172 -0.659345 -0.712122 0.106 -0.388 -0.065
C -4.313521 -3.198780 -0.496028 0.079 0.121 0.298
H -2.690750 -2.733735 0.877634 -0.100 0.071 0.035
N 4.689951 0.191214 -0.837850 -0.648 -0.193 0.035
H -1.427563 -2.746580 -0.651757 0.006 0.100 -0.091
H 8.086084 1.705909 1.769097 0.029 0.026 0.099
H -5.175310 -0.396270 0.645978 0.122 -0.066 -0.026
H -3.949513 1.299233 -1.568180 0.025 0.048 0.026
O -5.699139 3.368361 -0.926192 0.420 0.185 -0.085
C 6.423319 0.988686 0.627479 -0.187 -0.161 -0.635
C 7.746486 1.442070 0.779772 0.181 0.040 -0.140
C 8.090356 1.188124 -1.595944 -0.187 -0.093 -0.215
H -4.258420 -2.135808 1.373936 0.118 0.025 -0.010
C 4.395340 0.470153 1.507183 0.098 0.020 -0.053
H 1.755456 -0.384320 1.941646 0.011 0.009 0.052
C -3.764668 1.147964 1.170115 0.262 -0.299 0.140
C 5.946967 0.631641 -0.667304 0.449 0.226 0.588
H -4.518043 3.173677 1.524373 -0.038 0.113 -0.042
H -3.695423 -3.360098 -1.375579 0.070 -0.033 -0.105
H 9.575709 1.885426 -0.207493 0.069 0.029 0.038
C 8.559168 1.537485 -0.316547 -0.020 0.040 0.315
H 2.353680 -0.583580 -1.070105 -0.027 -0.015 -0.043
C 0.263618 -1.057714 0.557124 -0.222 -0.142 0.115
H -4.523737 -4.160199 -0.035469 -0.058 -0.148 -0.006
H -1.185129 -1.858561 -2.187476 -0.066 -0.005 0.158
N 5.609609 0.894568 1.702659 -0.084 0.032 0.353
H -5.253754 -2.755946 -0.815345 -0.114 0.020 -0.075
C -4.294107 0.076438 0.200013 0.425 -0.014 0.134
O 0.113334 -1.381665 -0.735235 0.222 0.025 -0.127
```
Positions in Å, forces in eV/Å.

Energy relative to the best compared isomer or geometry (same formula, charge and spin) (kJ/mol): 160.9
Calculated total energy (Ha): -1675.27861
Strongest force on any atom (eV Å⁻¹): 0.84
HOMO (hartree): -0.3387
HOMO-LUMO gap (Ha): 0.305

The highest strongest force on any atom belongs to which entry?
C15H19N3O3Tc

Among the records above, which one has the highest strongest force on any atom?
C15H19N3O3Tc